No. 1
Formula: C6H12O2
Source: OMol25
Level of theory: wB97M-V/def2-TZVPD

Geometry as XYZ:
```
20
Properties=species:S:1:pos:R:3:forces:R:3
O 0.50072 0.08843 -2.09356 -0.6 -0.2 1.8
O -1.37495 2.10302 0.42960 0.3 -0.5 0.1
C 0.83589 -0.57849 0.82457 -0.8 2.4 0.5
C -0.34484 0.26107 -1.22212 -0.9 3.5 -3.0
C 0.01734 -1.11426 1.73491 0.1 0.0 -0.6
C -0.54190 1.86729 -0.68325 0.4 -1.4 -0.6
C 2.24368 -1.00940 0.59975 0.5 -0.3 -0.4
C -1.65751 -0.47840 -1.20573 0.2 -0.9 0.8
H -1.47462 -1.52602 -0.95881 -0.1 0.0 -0.2
H 2.63853 -0.71928 -0.37737 -0.2 0.1 0.0
H 0.43861 2.34414 -0.57649 0.0 -0.2 0.0
H -0.98934 -0.74084 1.88692 0.1 0.1 0.1
H -2.10665 -0.42307 -2.19974 0.2 0.1 0.0
H 2.92329 -0.58911 1.34815 -0.2 0.1 0.0
H 0.49528 0.46976 0.32015 1.2 -3.0 1.7
H -0.87758 1.88066 1.23132 -0.2 0.1 -0.2
H 2.34283 -2.09810 0.64741 -0.1 0.1 0.1
H -1.02439 2.31913 -1.55076 -0.1 -0.1 0.0
H -2.35410 -0.07206 -0.47229 0.1 0.1 0.0
H 0.30971 -1.98447 2.31734 0.0 0.0 -0.1
```
Forces are in eV/Å.

- multiplicity = 1
- gap between HOMO and LUMO (eV) = 9.9
- energy above the lowest of the compared OMol25 structures with the same formula, charge and spin (kcal/mol) = 77.3
- electronic energy (Eh) = -386.1970
- lowest unoccupied orbital energy (eV) = 0.76
- SMILES string = CC(=O)CO.C=CC

***

No. 2
Formula: C5H8O2
Source: OMol25
Level of theory: wB97M-V/def2-TZVPD

Geometry as XYZ:
```
15
Properties=species:S:1:pos:R:3:forces:R:3
O 0.61008 1.01383 -0.74286 1.1 -0.9 -0.9
O -1.47347 -1.65061 -0.40986 0.6 1.2 -0.2
C 2.31330 -1.25601 -0.05598 0.1 0.0 -0.4
C -0.42279 1.27427 0.27556 0.7 2.8 0.8
C 1.27665 -0.89312 0.72041 0.4 -0.8 0.6
C -1.77711 1.39999 -0.39077 0.6 0.9 0.9
C 0.47893 0.13837 0.21508 -2.3 0.0 0.7
H -1.28320 -2.41007 0.13708 0.2 -0.4 0.4
H 1.13729 -1.47437 1.69249 -0.4 1.4 -1.5
H 2.53185 -0.79480 -1.03878 -0.1 -0.4 0.9
H -2.08927 0.40707 -0.67336 -0.3 0.0 -0.7
H -2.51724 1.89510 0.22397 -0.2 -0.4 0.8
H 2.86359 -2.08412 0.32993 0.8 -0.3 -0.3
H -1.64785 2.21480 -1.12274 0.1 -0.9 -0.5
H -0.00075 2.21966 0.83983 -1.3 -2.0 -0.6
```
Forces are in eV/Å.

- multiplicity = 1
- gap between HOMO and LUMO (spin up / spin down) (eV) = 9.3 / 6.0
- energy above the lowest of the compared OMol25 structures with the same formula, charge and spin (kcal/mol) = 143.8
- electronic energy (Eh) = -345.5758
- lowest unoccupied orbital energy (spin up / spin down) (eV) = -0.50 / -1.32

***

No. 3
Formula: C4H5O2Ru
Source: OMol25
Level of theory: wB97M-V/def2-TZVPD

Geometry as XYZ:
```
12
Properties=species:S:1:pos:R:3:forces:R:3
Ru -2.32599 0.84635 -3.62896 0.0 0.1 -0.1
O 2.34885 0.65283 1.34304 0.5 -1.0 -0.4
O -2.47871 0.60475 -1.40602 -1.0 0.6 0.0
C 0.17701 0.11070 0.89941 1.9 3.1 2.2
C -1.77953 0.10322 -0.59421 1.7 -1.3 0.0
C -0.83338 -0.55079 0.02971 -0.8 1.4 -0.8
C 1.64193 -0.16495 0.49128 -0.9 -1.0 -0.1
H 0.00526 -0.17149 1.94885 0.3 -0.6 -0.4
H 1.81389 0.17781 -0.55952 -0.1 -0.1 0.6
H -0.76485 -1.61405 -0.22415 -0.1 0.2 0.4
H 0.46970 1.28479 1.16568 -2.5 -2.0 -1.6
H 1.72582 -1.27918 0.53487 1.1 0.7 0.2
```
Forces are in eV/Å.

- multiplicity = 7
- gap between HOMO and LUMO (spin up / spin down) (eV) = 8.6 / 6.5
- energy above the lowest of the compared OMol25 structures with the same formula, charge and spin (kcal/mol) = 20.3
- electronic energy (Eh) = -400.1734
- lowest unoccupied orbital energy (spin up / spin down) (eV) = -4.32 / -7.09
- charge = +1

***

No. 4
Formula: C19H30F4IrN6O3
Source: OMol25
Level of theory: wB97M-V/def2-TZVPD

Geometry as XYZ:
```
63
Properties=species:S:1:pos:R:3:forces:R:3
Ir -0.20269 -0.87822 0.01012 0.0 0.0 0.0
F -4.77098 3.45878 1.55454 0.0 0.0 0.0
F -3.33865 1.77837 -2.59887 0.0 0.0 0.0
F -3.00080 1.94160 2.82189 0.0 0.0 0.0
F -1.55587 0.21599 -1.39859 0.0 0.0 0.0
O 0.58948 -2.02817 -1.50242 -0.1 0.0 0.0
O 1.22771 0.65146 -0.13727 0.0 0.0 0.0
O 0.32393 -4.02281 -2.49579 0.0 0.0 0.0
N -0.99084 -3.50459 -0.72576 0.0 0.0 0.0
N 0.54264 2.60947 -1.07036 0.0 0.0 0.0
N 0.79388 -1.49823 1.70439 0.0 0.0 0.0
N 1.70951 1.04019 -2.32844 0.0 0.0 0.0
N -1.61025 -2.38590 -0.09272 0.0 0.1 0.0
N -1.19881 0.27641 1.30716 -0.1 -0.1 0.0
C 0.64358 -0.32844 2.64921 0.0 0.0 0.0
C -3.28773 1.83757 -1.26462 0.0 0.0 0.0
C 1.15561 1.41729 -1.17340 0.0 0.0 0.0
C 2.60871 -0.10766 -2.41653 0.0 0.0 0.0
C 0.16069 -2.72168 2.29745 0.0 0.0 0.0
C 0.14461 3.16019 0.21689 0.0 0.0 0.0
C 2.27049 -1.70254 1.50130 0.0 0.0 0.0
C -2.18857 1.02774 0.78791 0.0 0.0 0.0
C 2.65663 -2.92959 0.70208 0.0 0.0 0.0
C 0.81809 -3.27210 3.55382 0.0 0.0 0.0
C 0.41146 3.51834 -2.20756 0.0 0.0 0.0
C -2.38146 1.03859 -0.60697 0.0 0.0 0.0
C -4.11944 2.68133 -0.56041 0.0 0.0 0.0
C 1.61401 1.84606 -3.54441 0.0 0.0 0.0
C 0.38647 2.72701 -3.49652 0.0 0.0 0.0
C -3.98673 2.67330 0.81969 0.0 0.0 0.0
C -3.06769 1.88292 1.47942 0.0 0.0 0.0
C -0.78733 0.18256 2.69374 0.0 0.1 0.0
C 0.03271 -3.18883 -1.67906 0.1 0.0 0.0
H -0.86982 -2.45009 2.53077 0.0 0.0 0.0
H -4.85084 3.30260 -1.05419 0.0 0.0 0.0
H -1.97094 -2.68414 0.80897 0.0 0.0 0.0
H -1.64586 -4.19149 -1.07730 0.0 0.0 0.0
H 2.17471 -0.89057 -3.03333 0.0 0.0 0.0
H -1.43740 -0.47027 3.28879 0.0 0.0 0.0
H 0.24208 -4.13896 3.87743 0.0 0.0 0.0
H -0.78137 1.15225 3.19434 0.0 0.0 0.0
H 1.57163 1.15556 -4.38675 0.0 0.0 0.0
H 0.81779 -2.56205 4.37924 0.0 0.0 0.0
H 2.62544 -0.79786 1.01339 0.0 0.0 0.0
H 0.37544 3.40095 -4.35155 0.0 0.0 0.0
H 3.54954 0.23335 -2.85124 0.0 0.0 0.0
H 1.28827 0.45298 2.25122 0.0 0.0 0.0
H 1.01139 -0.61705 3.63249 0.0 0.0 0.0
H -0.90937 3.44141 0.19022 0.0 0.0 0.0
H 2.33249 -3.86005 1.16707 0.0 0.0 0.0
H 0.15017 -3.47868 1.51523 0.0 0.0 0.0
H -0.51744 2.11495 -3.53795 0.0 0.0 0.0
H -2.40376 -2.04344 -0.63922 0.0 0.0 0.0
H 1.23397 4.24063 -2.20275 0.0 0.0 0.0
H 1.83809 -3.60791 3.37993 0.0 0.0 0.0
H 2.79290 -0.51014 -1.42814 0.0 0.0 0.0
H 2.27200 -2.88966 -0.31376 0.0 0.0 0.0
H 2.71979 -1.73513 2.49672 0.0 0.0 0.0
H 3.74515 -2.96247 0.64913 0.0 0.0 0.0
H -0.51637 4.07491 -2.06999 0.0 0.0 0.0
H 0.73785 4.05196 0.42914 0.0 0.0 0.0
H 0.29981 2.42513 0.99679 0.0 0.0 0.0
H 2.52233 2.44689 -3.65458 0.0 0.0 0.0
```
Forces are in eV/Å.

- multiplicity = 1
- gap between HOMO and LUMO (eV) = 7.8
- energy above the lowest of the compared OMol25 structures with the same formula, charge and spin (kcal/mol) = 0.2
- electronic energy (Eh) = -1799.8645
- lowest unoccupied orbital energy (eV) = -2.67
- charge = +1

***

No. 5
Formula: C4H12NO
Source: OMol25
Level of theory: wB97M-V/def2-TZVPD

Geometry as XYZ:
```
18
Properties=species:S:1:pos:R:3:forces:R:3
O -1.29959 -1.43649 -1.72639 0.6 -0.3 -0.2
N 0.83999 -1.13643 -0.29221 0.0 0.8 -0.4
C -0.42289 -0.46167 0.35227 3.4 1.1 0.6
C -1.34418 -0.34516 -0.83406 -3.3 -0.7 0.7
C -0.05030 1.03539 0.96151 -2.8 -2.6 -0.4
C 1.35108 1.53481 0.71926 -0.5 -0.2 -0.4
H 1.62169 1.43198 -0.33901 -0.1 0.8 0.0
H 1.37544 2.56172 1.06441 0.5 0.2 -0.3
H -0.42989 1.08352 1.99476 1.1 -0.5 0.1
H -1.95849 -2.12237 -1.56517 0.0 0.3 0.2
H -1.24290 0.54544 -1.43424 0.9 0.4 0.0
H -2.38933 -0.23459 -0.44338 0.7 0.0 -0.1
H 2.11826 0.94658 1.23402 -0.3 0.1 0.4
H 0.59301 -1.49893 -1.22595 -0.5 -0.2 0.2
H 1.26044 -1.90331 0.22222 0.1 0.1 0.3
H 1.52845 -0.40539 -0.48303 0.3 -0.2 0.3
H -0.56603 -1.04718 1.25348 -1.2 -0.6 -0.5
H -0.98476 1.45208 0.54153 1.2 1.5 -0.6
```
Forces are in eV/Å.

- multiplicity = 1
- gap between HOMO and LUMO (eV) = 12.1
- energy above the lowest of the compared OMol25 structures with the same formula, charge and spin (kcal/mol) = 39.8
- electronic energy (Eh) = -289.3114
- lowest unoccupied orbital energy (eV) = -3.36
- SMILES string = CC[C@H]([NH3+])CO
- charge = +1

***

No. 6
Formula: C5H14N2O
Source: OMol25
Level of theory: wB97M-V/def2-TZVPD

Geometry as XYZ:
```
22
Properties=species:S:1:pos:R:3:forces:R:3
O 2.58523 1.57231 -2.00469 2.6 0.6 0.6
N 1.18490 -1.50292 2.37044 0.1 -1.1 -0.3
N -0.54715 -0.38968 -2.58452 -1.3 0.7 0.4
C -0.38311 -0.84356 -1.23979 0.2 0.6 0.5
C 0.65778 -0.18186 2.00286 -1.6 -2.0 3.2
C -0.75759 -0.13806 -0.13985 -1.1 1.6 -2.1
C -1.54885 1.21631 -0.26101 -1.7 -2.5 -0.4
C -0.69288 -0.53889 1.28462 0.0 1.1 -0.4
H 2.18214 -1.56339 2.39067 0.5 0.0 0.0
H -2.67856 1.05655 0.03629 1.9 0.0 -0.9
H -1.04986 -1.57347 1.21090 0.8 -0.2 1.2
H 1.41628 0.42283 1.50559 -0.6 0.2 -0.4
H -1.48647 1.67499 -1.24023 -0.1 0.3 0.0
H 2.67481 2.18390 -1.26163 -0.1 -0.2 -0.3
H -1.23912 1.86582 0.50599 0.8 1.1 0.8
H 1.68298 1.44360 -2.13635 -2.5 -0.4 -0.3
H 0.80474 -2.28757 1.82121 0.5 0.9 0.3
H -1.49275 0.02683 1.78524 0.1 -0.4 0.0
H 0.21529 -1.76152 -1.18966 -0.4 0.3 0.3
H -1.41575 0.20933 -2.63669 1.5 -1.2 -0.4
H 0.39419 0.22727 3.09097 0.5 0.1 -2.5
H -0.50625 -1.11882 -3.31038 -0.2 0.6 0.8
```
Forces are in eV/Å.

- multiplicity = 1
- gap between HOMO and LUMO (eV) = 8.8
- energy above the lowest of the compared OMol25 structures with the same formula, charge and spin (kcal/mol) = 71.2
- electronic energy (Eh) = -383.5872
- lowest unoccupied orbital energy (eV) = 0.79
- SMILES string = C/C(=C\N)CCN.O

***

No. 7
Formula: CH7N6O
Source: OMol25
Level of theory: wB97M-V/def2-TZVPD

Geometry as XYZ:
```
15
Properties=species:S:1:pos:R:3:forces:R:3
O -2.39066 -1.02948 2.11786 -1.5 -0.6 1.2
N 1.23396 0.81684 0.86213 -0.7 -2.7 3.1
N -1.30957 -0.87198 1.69715 0.8 -0.3 -0.5
N -1.06699 -0.67132 -1.42605 0.9 -0.8 -1.6
N -0.06914 0.52868 0.37311 1.3 0.5 -2.7
N -1.18157 0.32495 1.09057 -0.4 2.6 0.6
N 1.24286 -0.27954 -1.55943 0.5 -3.8 -0.7
C -0.12004 -0.14059 -0.85814 0.2 0.0 0.9
H -1.86146 1.11959 1.24539 0.7 -1.3 -0.2
H 1.98353 -0.88692 -1.04651 -1.8 1.2 -0.4
H 1.72703 0.53483 -1.79420 0.8 2.3 0.0
H 1.13753 0.40096 1.84235 1.2 0.5 -1.6
H 1.51829 1.76419 1.02499 -0.9 1.1 -0.4
H -1.98038 -0.83016 -1.05934 -0.4 0.4 0.5
H 1.13661 -0.78005 -2.50990 -0.6 0.7 1.8
```
Forces are in eV/Å.

- multiplicity = 1
- gap between HOMO and LUMO (eV) = 9.8
- energy above the lowest of the compared OMol25 structures with the same formula, charge and spin (kcal/mol) = 0.0
- electronic energy (Eh) = -445.6532
- lowest unoccupied orbital energy (eV) = -3.78
- SMILES string = [H]/N=C(/[NH3+])N(N)NN=O
- charge = +1

***

Copy entry 3 word for word.
Formula: C4H5O2Ru
Source: OMol25
Level of theory: wB97M-V/def2-TZVPD

Geometry as XYZ:
```
12
Properties=species:S:1:pos:R:3:forces:R:3
Ru -2.32599 0.84635 -3.62896 0.0 0.1 -0.1
O 2.34885 0.65283 1.34304 0.5 -1.0 -0.4
O -2.47871 0.60475 -1.40602 -1.0 0.6 0.0
C 0.17701 0.11070 0.89941 1.9 3.1 2.2
C -1.77953 0.10322 -0.59421 1.7 -1.3 0.0
C -0.83338 -0.55079 0.02971 -0.8 1.4 -0.8
C 1.64193 -0.16495 0.49128 -0.9 -1.0 -0.1
H 0.00526 -0.17149 1.94885 0.3 -0.6 -0.4
H 1.81389 0.17781 -0.55952 -0.1 -0.1 0.6
H -0.76485 -1.61405 -0.22415 -0.1 0.2 0.4
H 0.46970 1.28479 1.16568 -2.5 -2.0 -1.6
H 1.72582 -1.27918 0.53487 1.1 0.7 0.2
```
Forces are in eV/Å.

- multiplicity = 7
- gap between HOMO and LUMO (spin up / spin down) (eV) = 8.6 / 6.5
- energy above the lowest of the compared OMol25 structures with the same formula, charge and spin (kcal/mol) = 20.3
- electronic energy (Eh) = -400.1734
- lowest unoccupied orbital energy (spin up / spin down) (eV) = -4.32 / -7.09
- charge = +1